# 1
Computed, not measured: C27H49N11OPb as an isolated structure, with ωB97M-V with the def2-TZVPD basis set.

The relative energy (zero: lowest compared OMol25 entry of this formula, charge and spin) comes out at 0.00 kcal per mole. The LUMO energy (alpha / beta) comes out at -11.62 / -12.92 eV. Its total charge is +4. The spin multiplicity is 1. The calculation puts the HOMO energy (alpha / beta) at -18.19 / -18.53 eV. Its HOMO-LUMO gap (alpha / beta) is 0.241 / 0.206 hartree.

Cartesian coordinates (Å):
Pb 0.488 -0.175 1.312
O 2.963 0.707 1.488
N -2.337 -5.852 -3.693
N -1.764 -3.715 -1.175
N -3.076 -5.064 -2.733
N 3.160 5.072 -2.996
N -1.085 0.670 3.006
N -0.895 -2.025 -0.064
N -3.009 -5.965 -4.725
N 2.095 6.436 -1.622
N 1.585 4.096 -1.467
N 0.711 -1.724 3.197
N 0.843 5.453 -3.384
C -1.904 -2.881 -0.107
C 0.081 -3.031 2.903
C 3.411 6.297 -2.239
C -5.383 -4.008 -2.774
C 0.543 4.328 -2.499
C 2.135 -1.970 3.541
C 0.043 -1.077 4.360
C -0.545 1.882 3.664
C 4.072 -0.183 1.229
C 2.134 5.232 -4.037
C -2.471 -4.965 -1.416
C 3.646 -1.226 0.223
C -0.599 -3.367 -1.836
C -4.231 -5.300 -4.560
C 3.341 1.864 2.269
C -6.437 -4.505 -4.901
C -4.242 -4.725 -3.260
C -2.371 1.014 2.362
C 1.757 5.346 -0.705
C -0.089 -2.318 -1.154
C 2.875 3.909 -2.154
C -6.458 -3.921 -3.612
C 1.012 6.670 -2.589
C 3.475 1.590 3.750
C -5.300 -5.220 -5.394
C -1.273 -0.427 3.986
C -3.011 -2.991 0.883
H -7.311 -4.413 -5.533
H 0.361 1.653 4.221
H -0.253 -3.895 -2.709
H -3.980 -3.114 0.401
H 2.536 1.241 4.184
H 4.256 0.860 3.964
H -0.316 2.636 2.911
H 4.897 0.413 0.834
H -0.123 -1.823 5.143
H 0.811 -1.768 -1.374
H -3.124 1.263 3.115
H 4.284 2.245 1.869
H -1.741 -5.774 -1.397
H -7.352 -3.402 -3.295
H -1.768 -0.048 4.886
H 3.675 3.788 -1.424
H 2.616 -2.527 2.740
H -1.949 -1.159 3.540
H 0.734 -0.341 4.773
H -2.238 1.876 1.711
H -5.398 -3.567 -1.787
H 2.387 6.076 -4.676
H 2.198 -2.561 4.458
H -5.302 -5.684 -6.373
H 2.797 -1.822 0.580
H 2.556 5.233 0.027
H -2.731 0.173 1.769
H -0.406 4.517 -1.999
H 4.191 6.157 -1.494
H 0.227 -3.707 3.749
H 0.829 5.608 -0.198
H -1.281 2.298 4.356
H 2.105 4.323 -4.637
H 1.268 7.512 -3.230
H 2.569 2.611 2.070
H 3.387 -0.771 -0.733
H 4.461 -1.929 0.052
H 3.750 2.511 4.267
H 0.099 6.898 -2.040
H 4.409 -0.643 2.160
H -0.984 -2.909 2.727
H 0.538 -3.469 2.017
H 0.445 3.425 -3.101
H 2.649 -1.025 3.693
H -2.868 -3.837 1.559
H -3.212 -5.144 -0.641
H 2.831 3.031 -2.798
H 3.635 7.133 -2.896
H -3.061 -2.081 1.477


# 2
Computed, not measured: a 4-piece molecular cluster, C2H12O3S2 overall at a distorted geometry, with ωB97M-V with the def2-TZVPD basis set.

The relative energy (zero: lowest compared OMol25 entry of this formula, charge and spin) comes out at 30.74 kcal per mole. The LUMO energy comes out at 0.40 eV. Its structure (SMILES) is CCSS.O.O.O. The spin multiplicity is 1. The calculation puts the HOMO energy at -9.08 eV. Its HOMO-LUMO gap is 0.348 hartree.

Cartesian coordinates (Å):
S 0.653 2.827 -1.267
S 1.635 1.195 -2.013
O -3.019 -1.043 5.624
O -0.961 -0.515 -3.044
O -1.683 0.202 -0.223
C 1.889 -1.241 -0.761
C 1.772 0.244 -0.354
H -1.152 0.742 0.347
H -3.596 -0.437 6.000
H -3.338 -1.957 5.872
H -0.248 0.082 -2.915
H 2.875 -1.345 -1.392
H 2.066 -1.964 0.098
H 2.560 0.651 0.227
H 0.923 -1.432 -1.136
H 0.894 0.493 0.260
H -1.785 0.036 -2.979
H 1.496 3.784 -1.682
H -0.980 -0.322 -0.662


# 3
Computed, not measured: a 2-piece molecular cluster, C3H6N2O2 overall at a distorted geometry, with ωB97M-V with the def2-TZVPD basis set.

The relative energy (zero: lowest compared OMol25 entry of this formula, charge and spin) comes out at 202.23 kcal per mole. The LUMO energy (alpha / beta) comes out at -0.60 / -0.48 eV. The spin multiplicity is 1. The calculation puts the HOMO energy (alpha / beta) at -7.39 / -7.75 eV. Its HOMO-LUMO gap (alpha / beta) is 0.249 / 0.267 hartree.

Cartesian coordinates (Å):
O -1.252 -0.712 0.967
O -1.239 -0.297 3.128
N -1.127 -0.987 -1.437
N -0.569 -0.761 2.238
C 1.679 1.603 -0.597
C 1.018 0.887 0.268
C -0.509 -0.985 -0.175
H -1.098 -1.741 -2.035
H 0.834 1.027 1.353
H 0.370 -1.616 -0.049
H 1.999 2.639 -0.404
H 1.813 1.407 -1.689
H -1.918 -0.464 -1.566


# 4
Computed, not measured: one molecule with the formula C5H9N3 at a distorted geometry, with ωB97M-V with the def2-TZVPD basis set.

The relative energy (zero: lowest compared OMol25 entry of this formula, charge and spin) comes out at 167.63 kcal per mole. The LUMO energy comes out at 0.98 eV. Its structure (SMILES) is C1=NNC[C@H]2N[C@H]2C1. The spin multiplicity is 1. The calculation puts the HOMO energy at -8.51 eV. Its HOMO-LUMO gap is 0.349 hartree.

Cartesian coordinates (Å):
N 1.547 -0.819 0.562
N -0.251 1.107 0.636
N -1.529 0.917 -0.143
C 1.428 -0.031 -0.538
C 0.886 1.572 -0.342
C -1.793 -0.295 -0.331
C -0.928 -1.257 0.244
C 0.482 -1.316 -0.253
H -2.799 -0.444 -0.952
H -1.181 -2.410 -0.146
H 0.657 -2.058 -0.921
H -0.991 -0.985 1.389
H 1.761 2.128 0.212
H 2.648 -0.367 -0.915
H 1.081 -0.289 1.333
H 0.667 1.971 -1.375
H -0.664 1.979 1.315


# 5
Computed, not measured: one molecule with the formula C6H11N at a distorted geometry, with ωB97M-V with the def2-TZVPD basis set.

The relative energy (zero: lowest compared OMol25 entry of this formula, charge and spin) comes out at 56.42 kcal per mole. The LUMO energy comes out at 1.00 eV. Its structure (SMILES) is C=C/C(N)=C/CC. The spin multiplicity is 1. The calculation puts the HOMO energy at -8.05 eV. Its HOMO-LUMO gap is 0.333 hartree.

Cartesian coordinates (Å):
N -1.084 0.048 -1.659
C 0.987 1.376 -1.324
C 0.015 -1.503 2.581
C 0.014 0.409 -0.763
C 0.201 -0.190 0.415
C -0.746 -0.885 1.360
C 0.904 1.873 -2.560
H 0.089 1.759 -3.247
H 1.267 -0.456 0.547
H -1.636 0.867 -1.901
H 1.712 2.515 -2.890
H -1.101 -1.799 0.846
H -1.529 -0.208 1.681
H -0.264 -2.543 2.659
H -0.067 -0.908 3.507
H 1.849 1.334 -0.670
H 1.053 -1.166 2.464
H -1.663 -0.523 -1.044


# 6
Computed, not measured: a 2-piece molecular cluster, C5H14 overall at a distorted geometry, with ωB97M-V with the def2-TZVPD basis set.

The relative energy (zero: lowest compared OMol25 entry of this formula, charge and spin) comes out at 17.03 kcal per mole. The LUMO energy (alpha / beta) comes out at 4.19 / 4.28 eV. Its total charge is -1. The spin multiplicity is 2. The calculation puts the HOMO energy (alpha / beta) at 1.53 / -7.47 eV. Its HOMO-LUMO gap (alpha / beta) is 0.098 / 0.432 hartree. As for the expectation value of S²: 0.7503.

Cartesian coordinates (Å):
C -1.770 1.303 0.160
C -0.586 1.769 -0.679
C 1.207 -1.588 0.078
C -1.198 1.036 1.574
C 1.849 -2.325 -1.090
H -0.226 1.002 -1.353
H 1.155 -3.100 -1.425
H 0.266 2.117 -0.085
H -2.554 2.065 0.219
H -1.844 1.441 2.359
H -0.734 2.598 -1.413
H -2.150 0.429 -0.390
H -0.346 1.640 1.864
H 2.102 -1.576 -1.838
H 1.834 -1.023 0.769
H 0.551 -2.196 0.726
H 0.561 -0.778 -0.283
H -0.947 -0.042 1.681
H 2.829 -2.772 -0.874